(1)
The following is a DFT calculation (the ωB97M-V functional and the def2-TZVPD basis) of a cluster of 2 separate species, C6H10BN in total at a distorted geometry.

Geometry as XYZ:
```
18
Properties=species:S:1:pos:R:3:lowdin_charge:R:1
B -1.66 0.71 0.20 -0.360
C 3.29 0.53 -0.32 0.032
C -1.68 -2.25 0.21 -0.041
C 2.12 -0.03 0.06 -0.184
C -0.59 -1.56 -0.04 -0.147
C 0.86 0.61 -0.09 -0.111
C -0.33 0.00 -0.09 -0.156
N -1.97 1.95 -0.23 0.146
H -2.81 -0.09 1.28 0.128
H 4.25 0.12 -0.23 0.036
H 3.24 1.59 -0.63 0.062
H -1.61 -3.34 0.39 0.072
H -2.66 -1.82 0.30 0.003
H 2.22 -1.12 0.21 0.107
H 0.37 -2.09 -0.26 0.094
H 0.87 1.72 -0.19 0.119
H -2.68 2.56 0.15 0.083
H -1.22 2.50 -0.73 0.116
```

Properties
- Total energy: -8547.5048 eV
- Frontier orbital gap: 8.521 eV
- Total charge: 0

(2)
The following is a DFT calculation (the ωB97M-V functional and the def2-TZVPD basis) of the ion C6H12N with charge +1 at a distorted geometry.

Geometry as XYZ:
```
19
Properties=species:S:1:pos:R:3:lowdin_charge:R:1
C -3.67 0.30 -0.15 0.145
C -2.44 -0.30 -0.26 -0.140
C 0.05 -0.41 0.16 -0.158
C -1.27 0.34 0.22 0.028
C 2.43 -1.11 -0.04 -0.041
C 1.79 1.35 0.24 0.021
N 1.47 -0.14 0.36 -0.200
H -4.57 -0.25 -0.42 0.093
H -3.74 1.28 0.18 0.059
H -2.30 -1.29 -0.74 0.133
H -0.14 -1.42 0.74 0.200
H 0.04 -0.88 -0.90 0.182
H -1.25 1.24 0.67 0.083
H 2.51 -0.76 -1.06 0.104
H 3.44 -0.99 0.34 0.109
H 1.87 -2.08 0.09 0.125
H 2.75 1.25 -0.21 0.073
H 1.09 1.89 -0.34 0.080
H 1.95 1.97 1.12 0.104
```

Properties
- Total energy: -7895.2639 eV
- Frontier orbital gap (spin up / spin down): 5.179 / 8.298 eV
- Total charge: +1

(3)
The following is a DFT calculation (the ωB97M-V functional and the def2-TZVPD basis) of a structure of composition BBrH3O2PSYb at a distorted geometry.

Geometry as XYZ:
```
10
Properties=species:S:1:pos:R:3:lowdin_charge:R:1
O -1.70 1.11 1.05 -0.238
P -0.42 -0.06 0.88 0.262
O -0.90 -1.72 1.10 -0.243
S 1.02 0.27 2.19 0.326
B 0.23 0.08 -0.95 -0.463
Br 2.21 -0.13 -1.19 0.634
H -2.43 0.98 0.38 0.102
H -1.67 -1.93 0.49 0.101
H -0.56 0.25 -1.81 0.019
Yb 4.22 1.14 -2.14 1.498
```

Properties
- Total energy: -126498.0286 eV
- Frontier orbital gap: 4.810 eV
- Total charge: +2

(4)
The following is a DFT calculation (the ωB97M-V functional and the def2-TZVPD basis) of an isolated molecule of C3H11BrSi3 at a distorted geometry.

Geometry as XYZ:
```
18
Properties=species:S:1:pos:R:3:lowdin_charge:R:1
Br 3.47 -0.01 -0.41 0.289
Si 1.81 -0.16 1.02 0.014
C 0.76 1.47 0.78 -0.381
C 0.04 1.48 -0.55 -0.311
C -1.24 0.47 -0.61 -0.363
Si -0.76 -1.30 -1.09 0.486
Si 0.64 -2.07 0.57 0.350
H 2.66 0.10 2.21 -0.072
H 1.53 2.25 0.86 0.066
H 0.18 1.44 1.64 0.037
H 0.67 1.26 -1.39 0.057
H -0.41 2.48 -0.75 0.103
H -1.83 0.55 0.27 0.051
H -1.92 0.60 -1.37 0.011
H -1.91 -2.05 -0.97 -0.096
H 0.00 -0.88 -2.29 -0.029
H -0.10 -2.93 1.44 -0.135
H 2.00 -2.87 0.45 -0.076
```

Properties
- Total energy: -96964.1716 eV
- Frontier orbital gap: 9.759 eV
- Total charge: 0
- Structure (SMILES): Br[Si@H]1CCC[SiH2][SiH2]1

(5)
The following is a DFT calculation (the ωB97M-V functional and the def2-TZVPD basis) of a cluster of 2 separate species, C13H16NO4S in total at a distorted geometry.

Geometry as XYZ:
```
35
Properties=species:S:1:pos:R:3:lowdin_charge:R:1
C 3.18 -2.46 0.72 -0.155
C 2.86 -1.58 -0.51 -0.542
S 2.60 0.17 -0.18 0.930
C 1.16 0.08 0.91 -0.380
N 0.08 -0.72 0.33 -0.079
C -0.45 -0.41 -0.81 -0.015
C -1.47 -1.39 -1.24 -0.074
C -1.37 -2.50 -0.16 -0.130
C -0.54 -1.89 0.95 -0.106
H 4.05 -3.09 0.50 0.064
H 3.44 -1.86 1.59 0.063
H 2.37 -3.14 0.95 0.052
H 2.01 -2.00 -1.05 0.061
H 3.70 -1.61 -1.20 0.061
H 1.50 -0.31 1.86 0.093
H 0.76 1.09 1.03 0.050
H -0.12 0.46 -1.38 0.079
H -1.11 -1.76 -2.20 0.131
H -2.45 -0.95 -1.39 0.140
H -2.36 -2.80 0.20 0.108
H -0.94 -3.39 -0.62 0.105
H 0.18 -2.52 1.46 0.111
H -1.20 -1.51 1.74 0.136
C -2.60 3.35 0.26 -0.024
C -1.55 3.55 1.18 -0.418
C -0.16 3.05 0.73 -0.371
O 0.85 3.13 1.46 -0.023
C -0.06 2.36 -0.51 -0.073
C -1.12 2.12 -1.41 -0.400
C -2.50 2.72 -1.01 -0.413
O -3.44 2.59 -1.80 -0.039
O -1.00 1.46 -2.46 -0.057
O -1.65 4.07 2.30 -0.032
H -3.60 3.69 0.53 0.092
H 0.93 1.98 -0.76 0.057
```

Properties
- Total energy: -34254.3503 eV
- Frontier orbital gap: 5.293 eV
- Total charge: -1

(6)
The following is a DFT calculation (the ωB97M-V functional and the def2-TZVPD basis) of a cluster of 2 separate species, C2H7S3 in total at a distorted geometry.

Geometry as XYZ:
```
12
Properties=species:S:1:pos:R:3:lowdin_charge:R:1
C -0.49 1.38 -1.80 -0.532
S 0.59 2.83 -2.24 0.534
H -1.54 1.61 -1.94 0.019
H -0.26 0.54 -2.47 0.012
H -0.14 1.12 -0.77 -0.163
C 0.11 -2.21 1.94 -0.524
S -0.58 -1.01 0.68 0.102
S 0.11 0.76 1.46 -0.236
H 0.69 -3.01 1.47 0.001
H -0.76 -2.60 2.47 -0.006
H 0.80 -1.71 2.61 -0.018
H 1.48 2.31 -1.41 -0.188
```

Properties
- Total energy: -34694.1390 eV
- Frontier orbital gap: 5.711 eV
- Total charge: -1